w | A molecular structure, C6H16N2O. Source: the Open Molecules 2025 dataset; level of theory: ωB97M-V/def2-TZVPD.

LUMO: 0.79 eV

Each line ends with the Mulliken charge.
Element x y z (Å)
C1 -0.461 0.367 0.615  1.74
C2 -1.014 0.044 2.017  -1.86
C3 0.277 1.710 0.715  -1.65
C4 -1.621 0.465 -0.384  -1.80
C5 -0.096 -2.105 -0.088  -1.68
C6 0.540 -0.768 0.261  1.13
O1 1.659 -0.778 0.926  -0.87
H1 -0.196 -0.077 2.726  0.41
H2 -1.666 0.851 2.352  0.46
H3 -1.609 -0.869 2.017  0.37
H4 0.624 2.068 -0.254  0.28
H5 -0.387 2.474 1.121  0.45
H6 1.141 1.615 1.371  0.34
H7 -2.236 1.335 -0.148  0.47
H8 -1.260 0.564 -1.406  0.31
H9 -2.263 -0.414 -0.337  0.38
H10 0.687 -2.857 -0.177  0.46
H11 -0.778 -2.426 0.695  0.32
H12 -0.652 -2.040 -1.024  0.40
N1 1.481 -0.301 -1.299  -0.22
N2 1.102 0.501 -2.433  -0.65
H13 1.893 0.577 -3.071  0.28
H14 0.897 1.435 -2.093  0.21
H15 1.716 -1.221 -1.665  0.34
H16 2.221 -0.152 -0.437  0.40

***

x | 3 unconnected molecules or ions with the total composition C6H16N2O. Source: the Open Molecules 2025 dataset; level of theory: ωB97M-V/def2-TZVPD.

LUMO (alpha / beta): 0.90 / 0.90 eV

Each line ends with the Mulliken charge.
Element x y z (Å)
C1 1.376 0.397 0.799  1.01
C2 -0.946 -0.793 0.210  -0.05
C3 -1.904 -1.362 -2.229  -0.54
C4 -0.046 -0.631 -0.802  -0.74
C5 1.163 -0.032 2.219  -1.73
C6 1.051 1.836 0.514  -1.45
N1 2.605 -0.107 0.281  -0.57
N2 -1.957 0.053 0.486  -0.28
O1 -2.554 -0.088 -2.340  -0.50
H1 -2.057 0.447 -2.967  0.31
H2 -0.843 -1.643 0.874  0.37
H3 3.376 -0.093 0.948  0.25
H4 2.898 0.351 -0.572  0.21
H5 -2.322 0.573 -0.307  0.25
H6 -2.647 -0.243 1.156  0.22
H7 -1.460 -1.697 -3.168  0.29
H8 -2.614 -2.074 -1.814  0.23
H9 -0.083 0.237 -1.442  0.24
H10 0.705 -1.381 -0.976  0.28
H11 0.187 0.282 2.592  0.36
H12 1.248 -1.117 2.330  0.34
H13 1.922 0.419 2.887  0.50
H14 1.684 2.521 1.105  0.42
H15 0.009 2.061 0.758  0.26
H16 1.210 2.085 -0.540  0.32

***

Most stable: w (next structure +3.027 eV)